Record 1
{
  "formula": "C4H10ClNO",
  "method": "wB97M-V/def2-TZVPD",
  "elements": ["C", "C", "C", "C", "N", "O", "Cl", "H", "H", "H", "H", "H", "H", "H", "H", "H", "H"],
  "xyz": [[0.889, -1.460, 1.050], [0.144, 1.880, -0.586], [-1.408, 0.103, 0.037], [1.001, -0.281, 0.187], [0.001, 0.626, 0.134], [0.904, -0.926, -1.573], [2.622, 0.413, 0.333], [0.211, -2.176, 0.564], [0.232, -1.366, 1.946], [1.815, -1.829, 1.190], [0.923, 2.507, -0.359], [0.182, 1.536, -1.599], [-0.685, 2.540, -0.579], [-1.576, -0.203, -0.980], [-1.607, -0.741, 0.727], [-2.021, 0.898, 0.596], [1.144, -1.815, -1.508]],
  "lowdin_charge": [-0.10, -0.08, -0.03, -0.76, -0.25, -0.19, 0.72, 0.09, 0.11, 0.03, 0.04, 0.09, 0.08, 0.08, 0.08, 0.12, -0.04],
  "total_energy_ev": -20367.723,
  "e_above_lowest_ev": 3.292,
  "lumo_ev": 0.8,
  "homo_energy_ha": -0.3264,
  "homo_lumo_gap_ev": 9.665
}

Record 2
{
  "formula": "C4H10ClOPS2",
  "method": "wB97M-V/def2-TZVPD",
  "elements": ["O", "P", "S", "C", "Cl", "H", "H", "H", "H", "C", "C", "C", "S", "H", "H", "H", "H", "H", "H"],
  "xyz": [[0.245, 2.295, -0.344], [0.516, 0.992, -1.278], [-1.271, 1.052, -2.292], [1.715, 1.951, -2.483], [3.217, 1.872, -1.556], [1.075, 2.360, 0.272], [-1.595, 2.107, -1.549], [1.787, 1.513, -3.402], [1.442, 2.961, -2.454], [-0.390, -2.684, 0.809], [-0.171, -1.571, 1.741], [-1.433, -0.802, 2.072], [1.255, -1.024, 2.258], [-1.166, -3.441, 1.275], [-0.624, -2.291, -0.174], [0.595, -3.372, 0.572], [-1.704, -0.053, 1.340], [-1.199, -0.351, 3.039], [-2.295, -1.514, 2.155]],
  "lowdin_charge": [-0.46, 0.42, 0.42, -0.75, 0.49, 0.10, -0.18, -0.01, 0.01, -0.17, -0.94, -0.14, 0.70, 0.12, 0.06, 0.12, 0.07, 0.06, 0.09],
  "total_energy_ev": -49838.554,
  "e_above_lowest_ev": 1.231,
  "smiles": "OP(S)CCl.CC(C)=S",
  "lumo_ev": 0.0,
  "homo_energy_ha": -0.3135,
  "homo_lumo_gap_ev": 8.571
}

Record 3
{
  "formula": "C4H10ErO3",
  "method": "wB97M-V/def2-TZVPD",
  "elements": ["C", "O", "C", "C", "O", "H", "H", "H", "H", "H", "H", "Er", "O", "H", "C", "H", "H", "H"],
  "xyz": [[-1.093, -2.159, -0.034], [-2.011, -1.112, -0.461], [-1.941, 0.075, 0.273], [-0.879, 1.050, -0.200], [0.440, 0.600, 0.103], [-1.081, -2.875, -0.874], [-1.584, -2.704, 0.799], [-1.804, -0.129, 1.351], [-2.907, 0.592, 0.157], [-1.032, 2.022, 0.297], [-0.969, 1.197, -1.289], [1.045, -1.572, 0.439], [3.189, -1.270, 0.478], [3.682, -0.472, 0.663], [1.530, 1.519, -0.319], [2.343, 1.098, -0.927], [2.003, 1.926, 0.582], [1.069, 2.214, -1.038]],
  "mulliken_spin": [0.00, 0.00, 0.00, 0.00, -0.01, 0.00, 0.00, 0.00, 0.00, 0.00, 0.00, 3.00, 0.00, 0.00, 0.00, 0.00, 0.00, 0.00],
  "total_energy_ev": -38064.373,
  "spin_multiplicity": 4,
  "total_charge": 1,
  "lumo_ev": [-5.3, -5.1],
  "homo_energy_ha": [-0.4515, -0.4519],
  "homo_lumo_gap_ev": [7.036, 7.163]
}

Record 4
{
  "formula": "C4H10FIN",
  "method": "wB97M-V/def2-TZVPD",
  "elements": ["C", "C", "C", "C", "N", "F", "I", "H", "H", "H", "H", "H", "H", "H", "H", "H", "H"],
  "xyz": [[0.327, -1.182, 2.644], [-0.772, 0.731, -2.631], [-0.739, 0.633, -0.319], [1.278, -0.451, 1.782], [-0.015, 0.221, -1.426], [1.721, -1.056, 0.674], [2.420, 1.208, 2.338], [0.109, -2.187, 2.089], [-0.657, -0.602, 2.909], [0.887, -1.540, 3.578], [-1.076, 1.755, -2.316], [-0.197, 1.051, -3.435], [-1.594, -0.038, -2.822], [-0.986, 1.701, -0.381], [-1.617, 0.065, -0.108], [-0.037, -0.804, -1.284], [0.948, 0.495, -1.291]],
  "lowdin_charge": [-0.15, 0.03, 0.01, -0.87, -0.06, -0.07, 0.91, 0.11, 0.12, 0.10, 0.11, 0.08, 0.15, 0.10, 0.09, 0.18, 0.17],
  "total_energy_ev": -16606.641,
  "e_above_lowest_ev": 4.265,
  "total_charge": 1,
  "lumo_ev": [-5.1, -3.3],
  "homo_energy_ha": [-0.4097, -0.4912],
  "homo_lumo_gap_ev": [6.001, 10.045]
}

Record 5
{
  "formula": "C4H10FNO3S",
  "method": "wB97M-V/def2-TZVPD",
  "elements": ["C", "S", "O", "O", "C", "O", "C", "N", "C", "F", "H", "H", "H", "H", "H", "H", "H", "H", "H", "H"],
  "xyz": [[1.472, 2.711, -0.454], [0.650, 1.116, -0.781], [-0.529, 1.417, -1.580], [1.672, 0.384, -1.497], [0.300, -0.027, 0.559], [1.429, -0.849, 0.634], [-1.204, -0.882, 0.086], [-0.818, -1.695, -0.962], [-1.623, -1.699, 1.331], [-1.713, -0.953, 2.503], [0.561, 3.250, -0.176], [2.332, 2.952, 0.144], [1.689, 2.948, -1.500], [0.101, 0.500, 1.579], [1.870, -0.806, -0.265], [-1.901, -0.149, -0.229], [-0.289, -1.171, -1.705], [-0.428, -2.599, -0.587], [-0.865, -2.379, 1.589], [-2.707, -2.070, 1.312]],
  "lowdin_charge": [-0.11, 0.68, -0.31, -0.35, -0.35, -0.08, -0.31, 0.03, -0.15, -0.08, 0.06, 0.07, 0.07, 0.16, 0.08, 0.11, 0.10, 0.12, 0.10, 0.15],
  "total_energy_ev": -25492.884,
  "e_above_lowest_ev": 1.586,
  "smiles": "CS(=O)(=O)[C@H](O)[C@@H](N)CF",
  "lumo_ev": 0.6,
  "homo_energy_ha": -0.3312,
  "homo_lumo_gap_ev": 9.575
}

Record 6
{
  "formula": "C4H10FeO6P",
  "method": "wB97M-V/def2-TZVPD",
  "elements": ["Fe", "P", "O", "O", "O", "O", "C", "C", "O", "H", "H", "H", "H", "H", "C", "C", "O", "H", "H", "H", "H", "H"],
  "xyz": [[16.032, 13.295, 0.958], [16.031, 15.978, 3.427], [15.156, 14.682, 3.417], [14.937, 17.079, 3.494], [17.086, 15.655, 2.251], [16.639, 15.882, 4.897], [13.236, 10.916, -4.000], [13.927, 12.258, -3.635], [14.184, 12.778, -2.341], [12.250, 10.961, -3.538], [13.844, 10.109, -3.592], [13.181, 11.006, -5.085], [13.352, 12.937, -4.265], [14.890, 12.368, -4.134], [16.451, 7.428, -0.179], [17.170, 8.287, 0.879], [16.831, 9.614, 1.179], [15.394, 7.208, -0.027], [16.867, 6.430, -0.042], [16.651, 7.686, -1.219], [18.227, 8.289, 0.616], [17.050, 7.689, 1.783]],
  "mulliken_spin": [4.74, 0.00, 0.49, 0.21, 0.04, 0.45, 2.42, 1.91, 0.13, -0.47, -0.24, -0.74, -0.58, -0.42, 0.03, 0.00, 0.03, 0.00, 0.00, -0.01, 0.00, 0.00],
  "total_energy_ev": -60259.248,
  "spin_multiplicity": 9,
  "total_charge": -3,
  "lumo_ev": [7.7, 5.9],
  "homo_energy_ha": [0.1688, 0.0418],
  "homo_lumo_gap_ev": [3.102, 4.768]
}

Record 7
{
  "formula": "C4H10I2NO",
  "method": "wB97M-V/def2-TZVPD",
  "elements": ["C", "C", "C", "C", "N", "O", "I", "I", "H", "H", "H", "H", "H", "H", "H", "H", "H", "H"],
  "xyz": [[-0.909, -0.587, -2.100], [1.024, -0.183, 0.201], [1.610, 0.754, 1.303], [-1.118, -0.849, -0.641], [-0.443, 0.055, 0.188], [0.689, 0.712, 2.295], [-3.378, 1.383, -0.006], [-1.542, -2.778, -0.120], [-0.270, -1.344, -2.550], [-2.041, -0.726, -2.604], [-0.546, 0.404, -2.435], [1.222, -1.155, 0.464], [1.570, 0.068, -0.834], [2.609, 0.364, 1.428], [1.752, 1.882, 1.045], [-0.573, -0.045, 1.317], [-0.727, 1.052, -0.052], [1.071, 0.991, 3.101]],
  "lowdin_charge": [-0.18, -0.11, -0.25, -0.96, -0.13, -0.03, 0.32, 1.06, 0.07, 0.15, 0.09, 0.09, 0.19, 0.13, 0.16, 0.20, 0.08, 0.11],
  "total_energy_ev": -24038.814,
  "e_above_lowest_ev": 0.590,
  "total_charge": 1,
  "lumo_ev": [-6.4, -4.9],
  "homo_energy_ha": [-0.4557, -0.4938],
  "homo_lumo_gap_ev": [5.957, 8.520]
}

Record 8
{
  "formula": "C4H10I2Si",
  "method": "wB97M-V/def2-TZVPD",
  "elements": ["C", "C", "C", "Si", "C", "I", "I", "H", "H", "H", "H", "H", "H", "H", "H", "H", "H"],
  "xyz": [[-1.296, 1.106, -0.747], [-0.167, 0.107, -1.008], [-0.719, -1.311, -1.083], [1.150, 0.282, 0.350], [0.693, -0.032, 2.156], [3.295, -1.757, -0.012], [2.280, 2.473, 0.106], [-1.838, 0.845, 0.160], [-0.923, 2.124, -0.648], [-2.001, 1.089, -1.575], [0.294, 0.352, -1.971], [-1.208, -1.583, -0.148], [0.072, -2.031, -1.279], [-1.453, -1.386, -1.882], [1.569, 0.085, 2.788], [-0.062, 0.675, 2.493], [0.313, -1.039, 2.301]],
  "lowdin_charge": [-0.14, -0.58, -0.14, 0.06, -0.27, 0.03, 0.44, 0.08, 0.05, 0.08, 0.10, 0.08, 0.05, 0.08, 0.03, 0.03, 0.03],
  "total_energy_ev": -28391.244,
  "e_above_lowest_ev": 0.548,
  "smiles": "CC(C)[Si](C)(I)I",
  "lumo_ev": -0.5,
  "homo_energy_ha": -0.3297,
  "homo_lumo_gap_ev": 8.476
}

Record 9
{
  "formula": "C4H10INO",
  "method": "wB97M-V/def2-TZVPD",
  "elements": ["C", "C", "I", "C", "C", "H", "H", "H", "H", "H", "H", "H", "N", "O", "H", "H", "H"],
  "xyz": [[0.425, 0.736, 1.679], [1.081, 0.896, 0.525], [2.923, -0.040, 0.112], [0.634, 1.913, -0.426], [-0.339, 1.412, -1.482], [-0.530, 1.398, 1.833], [0.671, -0.097, 2.427], [1.482, 2.488, -0.863], [0.206, 2.767, 0.118], [-1.208, 1.048, -1.018], [0.153, 0.543, -2.172], [-0.593, 2.303, -2.164], [-0.599, -3.476, -0.031], [-0.595, -2.361, 0.947], [-0.778, -3.062, -1.008], [-1.330, -4.126, 0.220], [-1.602, -2.344, 1.304]],
  "lowdin_charge": [-0.08, -0.85, 0.82, -0.41, -0.11, 0.11, 0.08, 0.10, 0.11, 0.04, 0.12, 0.09, -0.06, -0.22, 0.10, 0.05, 0.14],
  "total_energy_ev": -15944.741,
  "e_above_lowest_ev": 3.902,
  "smiles": "C=C(I)CC.NO",
  "lumo_ev": 0.6,
  "homo_energy_ha": -0.3230,
  "homo_lumo_gap_ev": 9.403
}

Record 10
{
  "formula": "C4H10N",
  "method": "wB97M-V/def2-TZVPD",
  "elements": ["C", "N", "C", "C", "C", "H", "H", "H", "H", "H", "H", "H", "H", "H", "H"],
  "xyz": [[0.748, 0.958, 0.239], [-0.217, 0.337, 1.173], [-1.212, -0.295, 0.208], [-0.281, -0.986, -0.780], [1.041, -0.188, -0.775], [0.197, 1.769, -0.230], [1.658, 1.343, 0.688], [-0.759, 1.038, 1.764], [0.017, -0.406, 1.883], [-1.589, 0.590, -0.283], [-1.915, -0.932, 0.727], [-0.126, -2.059, -0.687], [-0.677, -0.869, -1.792], [1.158, 0.322, -1.700], [1.959, -0.622, -0.435]],
  "mulliken_spin": [0.35, 1.52, 0.73, 0.12, 0.05, -0.01, -0.22, -0.46, -0.47, -0.19, -0.35, -0.01, 0.01, -0.01, -0.04],
  "total_energy_ev": -5796.517,
  "e_above_lowest_ev": 1.556,
  "spin_multiplicity": 2,
  "lumo_ev": [1.1, 0.8],
  "homo_energy_ha": [-0.1224, -0.4513],
  "homo_lumo_gap_ev": [4.405, 13.032]
}